(1)
A gas-phase ion, C3H5BrClN4 (charge +1) in a non-equilibrium geometry, computed with ωB97M-V with the def2-TZVPD basis set.

Cartesian coordinates (Å):
C 0.451 -1.004 -1.873
C 1.384 -0.821 -0.823
C -0.137 0.454 0.326
N -0.748 -0.618 -1.691
N 1.015 -0.215 0.322
N -1.078 0.171 -0.647
N -0.621 0.428 1.813
Cl 2.988 -1.518 -0.882
Br 0.129 2.820 0.295
H 0.714 -1.565 -2.768
H -2.068 0.409 -0.419
H -0.222 -0.450 2.304
H -1.629 0.542 1.819
H -0.178 1.366 2.224

As for the energy relative to the best compared isomer or geometry (same formula, charge and spin): 109.37 kJ/mol. Its charge is +1. The LUMO energy is -5.6 eV. The largest force on an atom is 3.4 eV Å⁻¹. As for the HOMO-LUMO gap: 8.126 eV. Its HOMO energy is -13.746 eV. The SMILES is [NH3+][C@@]1(Br)N=C(Cl)C=NN1. The spin multiplicity is 1.

***

(2)
3 unconnected molecules or ions with the total composition C14H29O9PS in a non-equilibrium geometry, computed with ωB97M-V with the def2-TZVPD basis set.

Cartesian coordinates (Å):
C 2.383 -1.480 -0.154
C 2.478 -0.053 -0.719
P 1.906 1.221 0.482
C 2.415 2.915 -0.050
C 3.725 2.840 -0.818
C 0.053 1.168 0.741
C -0.714 2.305 0.039
C -1.103 1.992 -1.418
S -0.914 0.323 -2.028
O -2.140 -0.149 -2.562
O 0.129 0.356 -2.993
O -0.459 -0.647 -0.858
C -0.592 -0.172 0.483
H 3.317 -2.005 -0.280
H 2.081 -1.466 0.886
H 1.647 -2.025 -0.729
H 3.526 0.163 -0.881
H 2.018 0.021 -1.697
H 1.671 3.474 -0.611
H 2.621 3.465 0.859
H 4.172 3.821 -0.903
H 4.438 2.231 -0.274
H 3.578 2.404 -1.796
H -0.094 1.359 1.795
H -1.633 2.421 0.606
H -0.201 3.249 0.132
H -0.562 2.619 -2.111
H -2.149 2.224 -1.552
H -0.125 -0.896 1.134
H -1.635 -0.116 0.790
C -0.279 -2.845 -3.327
O -0.229 -3.959 -4.230
C 0.430 -5.014 -3.763
O 0.964 -5.101 -2.686
O 0.401 -5.972 -4.695
C 1.077 -7.173 -4.323
H -0.836 -2.060 -3.822
H -0.792 -3.124 -2.408
H 0.724 -2.486 -3.108
H 0.619 -7.616 -3.440
H 2.132 -6.980 -4.140
H 0.976 -7.856 -5.162
C -4.106 1.487 3.186
O -2.969 2.220 3.642
C -2.919 2.389 4.968
O -3.728 1.983 5.759
O -1.817 3.082 5.254
C -1.629 3.339 6.649
H -4.024 1.424 2.104
H -4.101 0.478 3.597
H -5.037 1.984 3.450
H -1.536 2.407 7.202
H -2.453 3.929 7.045
H -0.706 3.904 6.736

The LUMO energy is 0.3 eV. The largest force on an atom is 2.1 eV Å⁻¹. As for the HOMO-LUMO gap: 8.172 eV. Its HOMO energy is -7.864 eV. The SMILES is CCP(CC)[C@H]1CCS(=O)(=O)OC1.COC(=O)OC.COC(=O)OC. The spin multiplicity is 1.

***

(3)
3 unconnected molecules or ions with the total composition C4H8BrN4O in a non-equilibrium geometry, computed with ωB97M-V with the def2-TZVPD basis set.

Cartesian coordinates (Å):
C 3.760 -0.173 0.329
C -2.765 2.608 0.180
C -2.061 1.611 -0.256
C 1.896 -1.465 -0.263
N -3.448 -1.073 0.008
N 4.855 -0.384 0.688
N -4.328 -1.681 0.220
N 2.728 -0.243 -0.356
O -5.164 -2.493 0.287
Br -0.336 1.008 0.082
H -3.712 2.591 -0.232
H -2.405 3.430 0.779
H -2.465 0.943 -1.029
H 0.884 -1.163 -0.041
H 2.592 -2.132 0.307
H 1.958 -1.889 -1.346
H 5.495 -0.151 1.429
H 2.514 0.656 -0.786

As for the energy relative to the best compared isomer or geometry (same formula, charge and spin): 0.00 kJ/mol. Its charge is +1. The LUMO energy is -4.2 eV. The largest force on an atom is 4.0 eV Å⁻¹. As for the HOMO-LUMO gap: 8.507 eV. Its HOMO energy is -12.684 eV. The spin multiplicity is 1.

***

(4)
2 unconnected molecules or ions with the total composition C5H14 in a non-equilibrium geometry, computed with ωB97M-V with the def2-TZVPD basis set.

Cartesian coordinates (Å):
C -2.151 -1.250 -0.054
C -2.440 -0.279 -1.222
C -0.685 -1.474 0.079
H -2.552 -0.750 0.820
H -2.622 -2.216 -0.289
H -3.504 -0.152 -1.401
H -0.370 -2.039 0.957
H -1.933 -0.602 -2.130
H -2.029 0.700 -0.957
H -0.244 -2.075 -0.738
H -0.006 -0.558 -0.043
C 2.748 1.573 1.190
C 2.008 1.127 0.007
H 2.185 1.285 2.122
H 3.747 1.165 1.304
H 2.609 2.652 1.378
H 2.610 0.905 -0.884
H 1.237 1.847 -0.277
H 1.393 0.143 0.138

As for the energy relative to the best compared isomer or geometry (same formula, charge and spin): 58.16 kJ/mol. Its charge is +1. The LUMO energy (alpha / beta) is -2.9 / -10.8 eV. The largest force on an atom is 2.4 eV Å⁻¹. As for the HOMO-LUMO gap (alpha / beta): 13.019 / 4.596 eV. Its HOMO energy (alpha / beta) is -15.874 / -15.380 eV. As for the expectation value of S²: 0.755. The spin multiplicity is 2.

***

(5)
A single C4H8N2O molecule in a non-equilibrium geometry, computed with ωB97M-V with the def2-TZVPD basis set.

Cartesian coordinates (Å):
C -1.621 -0.521 -0.284
C -1.146 0.647 0.540
C 0.043 1.320 -0.114
C 2.652 -0.649 0.267
H 0.069 -1.162 -0.592
H -2.622 -0.757 0.175
H -1.974 -0.146 -1.340
H -2.121 1.346 0.460
H -0.919 0.076 1.458
H -0.386 2.308 -0.366
H 3.371 0.221 0.535
H 2.777 -1.715 0.317
N 1.157 0.969 -0.576
N 1.478 -0.320 -0.306
O -0.760 -1.617 -0.174

As for the energy relative to the best compared isomer or geometry (same formula, charge and spin): 452.32 kJ/mol. The LUMO energy is 0.2 eV. The largest force on an atom is 5.4 eV Å⁻¹. As for the HOMO-LUMO gap: 9.689 eV. Its HOMO energy is -9.447 eV. The SMILES is C=N/N=C\CCO. The spin multiplicity is 1.

***

(6)
A molecular structure, C51H42CoN6O8S in a non-equilibrium geometry, computed with ωB97M-V with the def2-TZVPD basis set.

Cartesian coordinates (Å):
Co -0.394 -0.181 0.598
C -5.760 -2.561 6.271
O -6.078 -1.511 5.408
C -5.021 -0.782 4.878
C -5.364 0.181 3.933
C -4.405 0.970 3.337
C -3.047 0.813 3.652
C -2.723 -0.172 4.595
C -3.684 -0.950 5.210
C -1.974 1.495 2.970
C -2.030 2.454 2.006
C -3.180 3.855 0.549
C -2.481 3.563 -0.552
C -1.709 2.303 -0.738
N -0.880 2.831 1.375
C -1.292 2.149 -2.172
C -1.397 -0.328 -2.270
C -2.417 -1.363 -2.518
C -1.862 -2.584 -2.329
C -0.488 -2.443 -1.941
C 0.340 -3.201 -1.146
C 0.232 -4.635 -1.019
C 0.764 -5.277 0.111
C 0.659 -6.635 0.276
C -0.008 -7.416 -0.666
O -0.103 -8.773 -0.370
C -1.107 -9.496 -1.023
C -0.524 -6.812 -1.806
C -0.397 -5.445 -1.977
C 1.362 -2.508 -0.367
N 1.165 -1.423 0.438
C 2.386 -1.090 0.970
C 2.553 -0.061 1.928
C 3.823 0.634 2.083
C 5.082 0.041 2.250
C 6.233 0.802 2.328
C 6.176 2.189 2.254
O 7.351 2.933 2.433
C 7.714 3.771 1.368
C 4.936 2.800 2.074
C 3.794 2.039 1.995
C 1.453 0.460 2.664
C 1.539 1.122 3.902
C 0.249 1.497 4.249
C -0.577 1.065 3.207
N 0.138 0.389 2.282
C 3.373 -1.959 0.455
C 2.716 -2.879 -0.332
N -0.127 -1.065 -2.126
C -0.601 3.313 -2.772
C -0.921 3.927 -3.977
C -0.035 4.806 -4.575
C 1.205 5.057 -3.999
O 2.091 5.841 -4.723
C 3.461 5.644 -4.471
C 1.494 4.522 -2.750
C 0.590 3.673 -2.140
H -6.697 -3.079 6.484
H -5.328 -2.198 7.213
H -5.061 -3.266 5.808
H -6.407 0.273 3.667
H -4.694 1.684 2.582
H -1.683 -0.345 4.829
H -3.363 -1.693 5.929
H -3.827 4.721 0.591
H -2.605 4.205 -1.414
H -3.433 -1.116 -2.759
H -2.403 -3.516 -2.319
H 1.251 -4.680 0.866
H 1.060 -7.128 1.147
H -1.201 -10.443 -0.488
H -0.850 -9.707 -2.070
H -2.071 -8.972 -0.996
H -1.024 -7.399 -2.567
H -0.787 -4.996 -2.880
H 5.162 -1.031 2.358
H 7.195 0.325 2.466
H 8.469 4.461 1.752
H 6.866 4.347 0.984
H 8.146 3.192 0.540
H 4.864 3.876 1.992
H 2.838 2.513 1.832
H 2.444 1.284 4.458
H -0.077 2.030 5.128
H 4.427 -1.924 0.659
H 3.148 -3.713 -0.858
H -1.853 3.695 -4.462
H -0.268 5.278 -5.518
H 3.990 6.059 -5.334
H 3.704 4.579 -4.391
H 3.801 6.156 -3.561
H 2.430 4.729 -2.252
H 0.832 3.226 -1.187
O -3.173 3.206 1.749
S -3.167 1.113 -0.113
O -3.817 0.718 -1.380
O -2.445 -0.013 0.571
O -0.633 2.134 0.179
C -0.428 0.162 -4.943
N -1.328 1.110 -4.326
C -2.665 1.036 -4.882
C -1.385 1.020 -2.902
N -0.645 -0.330 -1.071
H -0.226 0.486 -5.970
H -0.836 -0.860 -4.970
H 0.505 0.150 -4.383
H -2.991 -0.005 -5.034
H -2.692 1.555 -5.845
H -3.360 1.508 -4.191

Its charge is -2. The LUMO energy (alpha / beta) is 3.7 / 3.7 eV. The largest force on an atom is 2.4 eV Å⁻¹. As for the HOMO-LUMO gap (alpha / beta): 4.509 / 4.452 eV. Its HOMO energy (alpha / beta) is -0.759 / -0.702 eV. As for the expectation value of S²: 0.796. The spin multiplicity is 2.